# 1
Below is a cluster of 2 separate species, CH3BrO in total, with properties calculated with ωB97M-V/def2-TZVPD.

```
! wB97M-V def2-TZVPD RIJCOSX def2/J DEFGRID3
* xyz 0 1
C -0.178 0.340 -0.564
O 1.031 -0.289 0.793
Br 0.186 -1.234 1.937
H -1.024 -0.192 -0.088
H 0.138 -0.115 -1.488
H -0.153 1.489 -0.590
*
```

The lowest unoccupied orbital energy comes out at -0.22 eV. As for the calculated total energy: -2689.01586 Eh. The relative energy (zero: lowest compared OMol25 entry of this formula, charge and spin) comes out at 3.267 eV. The value obtained for the max |F| is 5.5 eV/A.

For each atom in turn, the Löwdin charge in e is: atom 1 (C): 0.08, atom 2 (O): -0.89, atom 3 (Br): 0.68, atom 4 (H): 0.01, atom 5 (H): 0.04, atom 6 (H): 0.09


# 2
Below is a structure of composition C26H38N5PtSSb, with properties calculated with ωB97M-V/def2-TZVPD.

```
! wB97M-V def2-TZVPD RIJCOSX def2/J DEFGRID3
* xyz 2 1
Pt -0.062 0.145 0.245
C 0.679 1.110 3.137
C 1.322 -0.205 2.810
C 2.166 -0.789 3.746
C 2.735 -2.018 3.504
C 2.421 -2.670 2.320
C 1.577 -2.062 1.406
N 1.055 -0.832 1.641
Sb 1.058 -3.239 -0.297
C -1.025 -2.762 -0.067
C -1.917 -3.799 -0.267
C -3.275 -3.579 -0.078
C -3.692 -2.342 0.359
C -2.765 -1.332 0.585
C -3.223 -0.035 1.181
N -1.453 -1.538 0.336
C 1.516 -1.825 -1.833
C 2.229 -2.366 -2.888
C 2.554 -1.557 -3.970
C 2.154 -0.244 -3.938
C 1.441 0.255 -2.844
C 1.061 1.710 -2.887
N 1.117 -0.538 -1.801
H 1.431 1.881 3.308
H 0.018 1.440 2.347
H 0.092 1.010 4.053
H 2.355 -0.262 4.672
H 3.396 -2.476 4.231
H 2.821 -3.653 2.111
H -1.554 -4.774 -0.567
H -3.991 -4.373 -0.248
H -4.739 -2.149 0.552
H -3.858 -0.232 2.046
H -2.369 0.557 1.498
H -3.807 0.549 0.466
H 2.521 -3.409 -2.874
H 3.106 -1.951 -4.815
H 2.393 0.429 -4.752
H 1.953 2.307 -3.077
H 0.369 1.889 -3.715
H 0.609 2.049 -1.964
C 3.772 0.555 0.683
S 2.460 1.622 0.079
C 2.845 3.148 0.954
H 4.731 0.949 0.353
H 3.622 -0.427 0.236
H 3.755 0.475 1.770
H 2.906 2.987 2.029
H 2.053 3.860 0.732
H 3.790 3.546 0.589
C -4.220 4.474 -0.431
C -2.796 4.455 -0.972
N -2.010 3.272 -0.559
C -1.146 3.472 0.609
C -1.899 3.559 1.927
C -2.023 2.151 -1.284
C -2.831 2.158 -2.556
N -1.380 1.040 -1.001
H -4.739 5.354 -0.812
H -4.245 4.517 0.657
H -4.780 3.591 -0.744
H -2.247 5.330 -0.626
H -2.817 4.512 -2.057
H -0.586 4.395 0.446
H -0.420 2.664 0.625
H -2.541 4.438 1.959
H -1.191 3.652 2.752
H -2.518 2.678 2.094
H -2.405 2.869 -3.264
H -3.866 2.441 -2.375
H -2.820 1.174 -3.018
H -1.530 0.366 -1.740
*
```

The lowest unoccupied orbital energy (spin up / spin down) comes out at -5.91 / -5.91 eV. As for the calculated total energy: -2044.57353 Eh. The relative energy (zero: lowest compared OMol25 entry of this formula, charge and spin) comes out at 1.355 eV. The value obtained for the max |F| is 1.5 eV/A.

For each atom in turn, the Löwdin charge in e is: atom 1 (Pt): 0.98, atom 2 (C): -0.03, atom 3 (C): -0.31, atom 4 (C): -0.01, atom 5 (C): -0.01, atom 6 (C): -0.10, atom 7 (C): -0.44, atom 8 (N): -0.13, atom 9 (Sb): 1.59, atom 10 (C): -0.41, atom 11 (C): -0.10, atom 12 (C): -0.02, atom 13 (C): 0.00, atom 14 (C): -0.29, atom 15 (C): -0.03, atom 16 (N): -0.04, atom 17 (C): -0.46, atom 18 (C): -0.12, atom 19 (C): -0.03, atom 20 (C): -0.01, atom 21 (C): -0.32, atom 22 (C): -0.07, atom 23 (N): -0.02, atom 24 (H): 0.09, atom 25 (H): 0.01, atom 26 (H): 0.11, atom 27 (H): 0.14, atom 28 (H): 0.13, atom 29 (H): 0.10, atom 30 (H): 0.10, atom 31 (H): 0.13, atom 32 (H): 0.13, atom 33 (H): 0.10, atom 34 (H): 0.03, atom 35 (H): 0.09, atom 36 (H): 0.09, atom 37 (H): 0.13, atom 38 (H): 0.13, atom 39 (H): 0.09, atom 40 (H): 0.10, atom 41 (H): 0.01, atom 42 (C): -0.34, atom 43 (S): 0.82, atom 44 (C): -0.34, atom 45 (H): 0.06, atom 46 (H): 0.03, atom 47 (H): 0.04, atom 48 (H): 0.04, atom 49 (H): 0.03, atom 50 (H): 0.06, atom 51 (C): -0.05, atom 52 (C): -0.18, atom 53 (N): -0.05, atom 54 (C): -0.20, atom 55 (C): -0.05, atom 56 (C): -0.39, atom 57 (C): 0.02, atom 58 (N): -0.07, atom 59 (H): 0.09, atom 60 (H): 0.07, atom 61 (H): 0.07, atom 62 (H): 0.13, atom 63 (H): 0.11, atom 64 (H): 0.13, atom 65 (H): 0.04, atom 66 (H): 0.08, atom 67 (H): 0.08, atom 68 (H): 0.07, atom 69 (H): 0.10, atom 70 (H): 0.09, atom 71 (H): 0.09, atom 72 (H): 0.07


# 3
Below is a cluster of 3 separate species, C16H23F2NO11 in total, with properties calculated with ωB97M-V/def2-TZVPD.

```
! wB97M-V def2-TZVPD RIJCOSX def2/J DEFGRID3
* xyz 0 1
C -4.025 1.247 -0.549
C -3.845 0.521 -1.900
O -3.735 -0.895 -1.666
C -2.508 -1.288 -1.267
O -1.524 -0.639 -1.382
C -2.433 -2.699 -0.678
C -2.153 -2.771 0.848
C -2.660 -1.582 1.680
N -2.266 -1.833 3.114
C -1.100 -1.179 3.498
O -1.084 -0.538 4.504
O -0.049 -1.383 2.698
C 1.112 -0.655 3.085
C 1.768 -0.256 1.684
C 1.568 1.250 1.312
O 0.848 0.036 0.670
H -3.412 0.790 0.233
H -3.804 2.320 -0.649
H -5.082 1.183 -0.255
H -3.034 0.925 -2.516
H -4.772 0.666 -2.472
H -3.321 -3.265 -0.998
H -1.587 -3.189 -1.180
H -2.668 -3.665 1.234
H -1.089 -2.915 1.062
H -2.223 -0.617 1.393
H -3.759 -1.537 1.708
H -3.022 -1.590 3.737
H 0.914 0.328 3.509
H 1.860 -1.250 3.616
H 2.728 -0.708 1.410
H 1.980 1.586 0.364
H 0.591 1.703 1.514
C 0.447 -1.891 -4.072
C 0.481 -3.321 -3.610
O 1.243 -3.958 -4.617
C 2.094 -3.009 -5.113
O 3.047 -3.245 -5.775
O 1.705 -1.761 -4.739
F -0.763 -3.866 -3.590
H -0.361 -1.702 -4.782
H 0.363 -1.185 -3.247
H 0.959 -3.470 -2.639
C 3.495 5.554 1.503
C 5.000 5.523 1.505
O 5.284 4.175 1.829
C 4.234 3.437 1.359
O 4.248 2.262 1.218
O 3.168 4.233 1.069
F 5.510 6.324 2.471
H 3.083 5.723 2.499
H 3.090 6.301 0.823
H 5.459 5.773 0.546
*
```

The lowest unoccupied orbital energy comes out at 0.50 eV. As for the calculated total energy: -1705.54423 Eh. The value obtained for the max |F| is 4.4 eV/A. The SMILES is CCOC(=O)CCCNC(=O)OC[C@@H]1CO1.O=C1OC[C@@H](F)O1.O=C1OC[C@@H](F)O1.

For each atom in turn, the Löwdin charge in e is: atom 1 (C): -0.05, atom 2 (C): -0.21, atom 3 (O): 0.00, atom 4 (C): -0.52, atom 5 (O): 0.12, atom 6 (C): -0.07, atom 7 (C): -0.15, atom 8 (C): -0.16, atom 9 (N): 0.07, atom 10 (C): -0.60, atom 11 (O): 0.11, atom 12 (O): 0.02, atom 13 (C): -0.08, atom 14 (C): -0.23, atom 15 (C): 0.00, atom 16 (O): -0.13, atom 17 (H): 0.05, atom 18 (H): 0.08, atom 19 (H): 0.08, atom 20 (H): 0.12, atom 21 (H): 0.12, atom 22 (H): 0.12, atom 23 (H): 0.10, atom 24 (H): 0.12, atom 25 (H): 0.11, atom 26 (H): 0.11, atom 27 (H): 0.13, atom 28 (H): 0.13, atom 29 (H): 0.12, atom 30 (H): 0.13, atom 31 (H): 0.14, atom 32 (H): 0.09, atom 33 (H): 0.12, atom 34 (C): -0.06, atom 35 (C): -0.32, atom 36 (O): 0.13, atom 37 (C): -0.55, atom 38 (O): 0.18, atom 39 (O): 0.08, atom 40 (F): 0.07, atom 41 (H): 0.15, atom 42 (H): 0.13, atom 43 (H): 0.18, atom 44 (C): -0.06, atom 45 (C): -0.32, atom 46 (O): 0.14, atom 47 (C): -0.54, atom 48 (O): 0.17, atom 49 (O): 0.07, atom 50 (F): 0.08, atom 51 (H): 0.15, atom 52 (H): 0.14, atom 53 (H): 0.17


# 4
Below is a structure of composition C40H38N7O8P2S2Tl, with properties calculated with ωB97M-V/def2-TZVPD.

```
! wB97M-V def2-TZVPD RIJCOSX def2/J DEFGRID3
* xyz -2 1
Tl 0.144 -0.145 1.272
C 0.754 -2.894 -4.405
C -0.356 -3.687 -4.137
C -1.136 -3.458 -3.013
C -0.842 -2.407 -2.124
C 0.286 -1.619 -2.408
C 1.070 -1.867 -3.521
N -1.483 -2.223 -0.913
C -2.787 -2.225 -0.778
C -3.739 -2.223 -1.871
C -5.086 -2.256 -1.666
C -5.641 -2.274 -0.364
C -4.783 -2.229 0.705
C -3.386 -2.187 0.542
N -2.521 -2.058 1.618
N -3.024 -2.155 2.764
C -2.115 -1.911 3.828
C -2.654 -2.025 5.109
C -1.849 -1.741 6.197
C -0.538 -1.346 5.978
C -0.085 -1.268 4.667
N -0.848 -1.561 3.617
H 1.374 -3.090 -5.272
H -0.606 -4.510 -4.799
H -1.975 -4.108 -2.793
H 0.557 -0.826 -1.721
H 1.953 -1.257 -3.678
H -3.354 -2.170 -2.880
H -5.746 -2.239 -2.528
H -6.714 -2.287 -0.219
H -5.160 -2.197 1.718
H -3.692 -2.311 5.213
H -2.246 -1.808 7.204
H 0.126 -1.074 6.787
H 0.923 -0.934 4.444
O 4.380 1.275 3.333
P 2.803 1.086 3.742
O 2.711 1.056 5.227
O 2.301 -0.052 2.912
O 2.233 2.487 3.170
P 0.681 2.871 2.859
O 0.479 4.098 3.912
O -0.198 1.732 3.274
O 0.590 3.431 1.488
H 4.806 1.750 4.054
H 0.415 3.708 4.792
C 5.686 1.795 0.241
N 5.452 0.424 0.623
C 6.261 -0.345 1.435
C 5.583 -1.466 1.724
N 4.357 -1.392 1.082
C 4.258 -0.199 0.393
S 3.005 0.457 -0.481
C 3.294 -2.307 1.323
C 3.063 -2.736 2.626
C 1.972 -3.552 2.844
C 1.156 -3.887 1.773
C 1.495 -3.421 0.514
N 2.568 -2.658 0.283
H 6.697 2.069 0.544
H 4.956 2.440 0.731
H 5.570 1.908 -0.836
H 7.238 -0.019 1.742
H 5.854 -2.318 2.320
H 3.650 -2.344 3.443
H 1.721 -3.864 3.851
H 0.247 -4.458 1.908
H 0.866 -3.633 -0.339
O -0.283 1.621 -1.170
S -0.193 3.103 -1.265
C -0.778 3.440 -2.968
C 0.247 2.952 -3.945
C 1.247 3.798 -4.417
C 2.214 3.332 -5.295
C 2.194 2.007 -5.708
C 1.211 1.152 -5.228
C 0.247 1.619 -4.348
C -1.648 3.792 -0.396
C -2.942 3.136 -0.745
C -3.232 1.859 -0.267
C -4.418 1.227 -0.611
C -5.332 1.865 -1.439
C -5.058 3.139 -1.918
C -3.869 3.767 -1.573
H -0.950 4.515 -3.061
H -1.720 2.904 -3.080
H 1.270 4.830 -4.084
H 2.988 4.001 -5.649
H 2.952 1.638 -6.389
H 1.200 0.110 -5.522
H -0.493 0.941 -3.941
H -1.647 4.862 -0.622
H -1.354 3.661 0.646
H -2.520 1.356 0.376
H -4.626 0.234 -0.236
H -6.254 1.364 -1.709
H -5.768 3.645 -2.563
H -3.653 4.762 -1.950
*
```

The lowest unoccupied orbital energy comes out at 4.15 eV. As for the calculated total energy: -4184.24541 Eh. The relative energy (zero: lowest compared OMol25 entry of this formula, charge and spin) comes out at 0.997 eV. The value obtained for the max |F| is 0.2 eV/A.

For each atom in turn, the Löwdin charge in e is: atom 1 (Tl): 0.86, atom 2 (C): -0.14, atom 3 (C): -0.13, atom 4 (C): -0.06, atom 5 (C): -0.31, atom 6 (C): -0.04, atom 7 (C): -0.11, atom 8 (N): 0.09, atom 9 (C): -0.26, atom 10 (C): -0.05, atom 11 (C): -0.13, atom 12 (C): -0.15, atom 13 (C): -0.08, atom 14 (C): -0.23, atom 15 (N): 0.05, atom 16 (N): 0.04, atom 17 (C): -0.33, atom 18 (C): -0.04, atom 19 (C): -0.10, atom 20 (C): -0.06, atom 21 (C): -0.14, atom 22 (N): 0.08, atom 23 (H): 0.08, atom 24 (H): 0.08, atom 25 (H): 0.10, atom 26 (H): 0.05, atom 27 (H): 0.09, atom 28 (H): 0.09, atom 29 (H): 0.09, atom 30 (H): 0.07, atom 31 (H): 0.09, atom 32 (H): 0.09, atom 33 (H): 0.09, atom 34 (H): 0.10, atom 35 (H): 0.08, atom 36 (O): -0.16, atom 37 (P): 0.17, atom 38 (O): -0.34, atom 39 (O): -0.43, atom 40 (O): -0.28, atom 41 (P): 0.14, atom 42 (O): -0.16, atom 43 (O): -0.41, atom 44 (O): -0.35, atom 45 (H): 0.06, atom 46 (H): 0.06, atom 47 (C): -0.07, atom 48 (N): -0.14, atom 49 (C): -0.08, atom 50 (C): -0.06, atom 51 (N): 0.01, atom 52 (C): -0.73, atom 53 (S): 0.64, atom 54 (C): -0.31, atom 55 (C): -0.03, atom 56 (C): -0.07, atom 57 (C): -0.07, atom 58 (C): -0.14, atom 59 (N): 0.15, atom 60 (H): 0.08, atom 61 (H): 0.09, atom 62 (H): 0.07, atom 63 (H): 0.11, atom 64 (H): 0.11, atom 65 (H): 0.11, atom 66 (H): 0.11, atom 67 (H): 0.10, atom 68 (H): 0.10, atom 69 (O): -0.60, atom 70 (S): 0.95, atom 71 (C): -0.29, atom 72 (C): -0.28, atom 73 (C): -0.06, atom 74 (C): -0.10, atom 75 (C): -0.10, atom 76 (C): -0.08, atom 77 (C): -0.03, atom 78 (C): -0.28, atom 79 (C): -0.27, atom 80 (C): -0.01, atom 81 (C): -0.05, atom 82 (C): -0.10, atom 83 (C): -0.11, atom 84 (C): -0.08, atom 85 (H): 0.09, atom 86 (H): 0.09, atom 87 (H): 0.11, atom 88 (H): 0.09, atom 89 (H): 0.09, atom 90 (H): 0.09, atom 91 (H): 0.12, atom 92 (H): 0.10, atom 93 (H): 0.07, atom 94 (H): 0.10, atom 95 (H): 0.08, atom 96 (H): 0.09, atom 97 (H): 0.09, atom 98 (H): 0.10


# 5
Below is a structure of composition C2H7N3O, with properties calculated with ωB97M-V/def2-TZVPD.

```
! wB97M-V def2-TZVPD RIJCOSX def2/J DEFGRID3
* xyz 0 1
C 2.013 0.332 -0.350
C -2.467 -0.397 0.106
N -0.264 -0.285 0.788
N 1.276 0.679 0.867
N -1.212 0.391 0.231
O -1.211 1.552 -0.132
H 1.840 -0.814 -0.539
H 1.556 0.733 -1.253
H 3.107 0.704 -0.390
H -2.975 -0.459 -0.837
H -3.376 0.052 0.686
H -2.453 -1.406 0.519
H 0.781 1.556 0.890
*
```

The lowest unoccupied orbital energy comes out at 0.66 eV. As for the calculated total energy: -319.71142 Eh. The relative energy (zero: lowest compared OMol25 entry of this formula, charge and spin) comes out at 6.486 eV. The value obtained for the max |F| is 3.9 eV/A.

For each atom in turn, the Löwdin charge in e is: atom 1 (C): -0.20, atom 2 (C): -0.02, atom 3 (N): 0.14, atom 4 (N): -0.03, atom 5 (N): -0.43, atom 6 (O): -0.02, atom 7 (H): 0.10, atom 8 (H): 0.04, atom 9 (H): 0.10, atom 10 (H): 0.07, atom 11 (H): 0.12, atom 12 (H): 0.08, atom 13 (H): 0.04


# 6
Below is a cluster of 2 separate species, C2H8OS2 in total, with properties calculated with ωB97M-V/def2-TZVPD.

```
! wB97M-V def2-TZVPD RIJCOSX def2/J DEFGRID3
* xyz 0 1
C 2.788 -0.902 -3.635
O 1.488 -1.442 -3.368
H 3.041 -1.252 -4.532
H 2.760 0.212 -3.303
H 3.476 -1.283 -2.842
H 1.509 -2.448 -3.387
C -3.130 0.668 3.167
S -1.579 0.607 2.133
S 0.119 1.416 2.847
H -3.051 1.021 4.162
H -3.558 -0.317 3.595
H -3.909 0.941 2.581
H 0.046 2.779 2.581
*
```

The lowest unoccupied orbital energy comes out at 0.61 eV. As for the calculated total energy: -952.52481 Eh. The relative energy (zero: lowest compared OMol25 entry of this formula, charge and spin) comes out at 2.415 eV. The value obtained for the max |F| is 6.4 eV/A. The SMILES is CSS.CO.

For each atom in turn, the Löwdin charge in e is: atom 1 (C): -0.16, atom 2 (O): -0.17, atom 3 (H): 0.02, atom 4 (H): 0.12, atom 5 (H): 0.08, atom 6 (H): 0.10, atom 7 (C): -0.43, atom 8 (S): 0.31, atom 9 (S): 0.24, atom 10 (H): 0.02, atom 11 (H): 0.07, atom 12 (H): -0.03, atom 13 (H): -0.17


Which of these has the highest calculated total energy? C2H7N3O